(1)
{
  "formula": "C2H2O2P2S",
  "method": "ωB97M-V/def2-TZVPD",
  "species": ["C", "C", "P", "O", "O", "P", "S", "H", "H"],
  "xyz": [[-0.06827, -0.35863, -0.18023], [-1.27277, -0.43476, 0.29902], [-2.49640, -1.97422, 0.45596], [-2.01617, -2.89053, -0.55056], [-3.59854, -0.90893, -0.29191], [-2.82878, 0.52106, -0.17692], [-4.09473, 1.95358, 0.18911], [0.47074, 0.50323, -0.53761], [0.41656, -1.29460, -0.10737]],
  "forces_ev_per_angstrom": [[0.495, 0.279, 0.378], [-2.651, 1.439, -0.452], [-0.208, -0.032, 1.754], [0.856, -1.710, -1.531], [0.896, 2.017, -0.015], [-1.917, -0.347, 0.225], [1.642, -0.898, -0.096], [-0.218, 0.073, -0.361], [1.104, -0.820, 0.097]],
  "lumo_energy_ev": [-2.40, -2.40],
  "smiles": "C=C1[P@@]2(=O)O[P@]12=S",
  "gap_ev": [6.36, 6.36],
  "e_tot_ha": -1308.74378,
  "e_homo_ev": [-8.75, -8.75]
}

***

(2)
{
  "formula": "C2H2O2PZn",
  "method": "ωB97M-V/def2-TZVPD",
  "species": ["P", "O", "C", "H", "H", "C", "O", "Zn"],
  "xyz": [[1.42857, 1.45838, -0.39534], [0.69549, 0.30220, -1.28880], [0.04465, -0.96527, 0.18981], [0.71427, -1.37850, 0.96923], [-0.51337, -1.82064, -0.20346], [-0.66018, 0.20999, 0.62342], [0.30485, 1.15576, 0.87307], [-2.01428, 1.03809, -0.76794]],
  "forces_ev_per_angstrom": [[-5.129, -4.872, -1.428], [4.695, 4.242, -0.143], [-4.001, -0.154, 3.593], [0.981, 0.836, -0.975], [-0.071, 0.460, -0.455], [1.912, -2.227, -1.837], [1.519, 1.929, 1.020], [0.095, -0.213, 0.225]],
  "lumo_energy_ev": [-1.47, -1.39],
  "multiplicity": 2,
  "gap_ev": [5.47, 6.37],
  "e_tot_ha": -2348.37129,
  "e_homo_ev": [-6.94, -7.76],
  "s2": 0.808
}

***

(3)
{
  "formula": "C2H2O2Rh",
  "method": "ωB97M-V/def2-TZVPD",
  "species": ["H", "O", "C", "C", "O", "H", "Rh"],
  "xyz": [[1.37155, -0.06641, 0.67551], [-0.42734, 1.28254, -0.29249], [0.09523, 0.37406, 0.59752], [0.29787, -1.00151, 0.15863], [-0.05177, -1.26129, -1.07725], [-0.26910, 0.41789, 1.64128], [-1.01645, 0.25472, -1.70320]],
  "forces_ev_per_angstrom": [[-0.952, 1.824, -0.253], [1.829, 0.154, 2.990], [0.921, -1.475, 1.779], [-2.887, 0.161, -3.837], [3.457, -2.639, 4.464], [0.864, 0.463, -0.376], [-3.233, 1.512, -4.768]],
  "lumo_energy_ev": [-5.65, -7.66],
  "charge": 1,
  "multiplicity": 5,
  "gap_ev": [9.11, 8.43],
  "e_tot_ha": -337.86231,
  "e_homo_ev": [-14.77, -16.10],
  "s2": 6.010
}

***

(4)
{
  "formula": "C2H2O2S",
  "method": "ωB97M-V/def2-TZVPD",
  "species": ["C", "C", "O", "O", "S", "H", "H"],
  "xyz": [[0.16921, -0.39032, -0.00648], [-1.14321, 0.08552, -0.00023], [1.04248, 0.73122, -0.02900], [0.61474, -1.51294, 0.00194], [2.62251, 0.55554, 0.01902], [-1.96330, -0.60824, 0.03856], [-1.34244, 1.13921, -0.02382]],
  "forces_ev_per_angstrom": [[-0.397, -0.741, -0.065], [0.686, 0.251, 0.009], [0.274, 0.822, 0.069], [0.223, -0.082, 0.051], [-0.774, -0.294, -0.048], [-0.030, -0.188, -0.003], [0.018, 0.231, -0.012]],
  "lumo_energy_ev": [-3.49, -3.49],
  "gap_ev": [5.14, 5.12],
  "e_tot_ha": -625.92375,
  "e_homo_ev": [-8.63, -8.61]
}

***

(5)
{
  "formula": "C2H2O2S",
  "method": "ωB97M-V/def2-TZVPD",
  "species": ["O", "C", "S", "C", "O", "H", "H"],
  "xyz": [[-1.99587, -0.98955, -1.17317], [-2.06473, -0.25689, -0.30550], [-2.09021, 0.77287, 0.83371], [1.57289, 0.17177, 0.19766], [2.15078, -0.84989, -0.05062], [1.61951, 1.00848, -0.43010], [0.80762, 0.14322, 0.92803]],
  "forces_ev_per_angstrom": [[-0.065, -1.128, -1.140], [0.199, 0.182, -0.046], [-0.192, 0.951, 1.178], [-0.359, -2.153, -0.409], [0.759, -0.121, -0.064], [0.518, 1.831, -0.975], [-0.861, 0.438, 1.457]],
  "lumo_energy_ev": 0.53,
  "smiles": "O=C=S.C=O",
  "gap_ev": 10.73,
  "e_tot_ha": -626.05516,
  "e_homo_ev": -10.21
}

***

(6)
{
  "formula": "C2H2O2S",
  "method": "ωB97M-V/def2-TZVPD",
  "species": ["O", "C", "C", "O", "S", "H", "H"],
  "xyz": [[-2.24127, -0.22887, -0.15878], [-1.08758, -0.58680, 0.00489], [0.08230, 0.47732, -0.05721], [-0.03890, 1.65720, -0.08322], [1.67640, -0.38429, -0.13365], [-0.74361, -1.67517, 0.19144], [2.35267, 0.74060, 0.23653]],
  "forces_ev_per_angstrom": [[2.332, -1.026, 0.427], [-1.457, 0.561, -0.302], [0.269, -1.007, -0.155], [-0.359, -0.041, 0.169], [-0.019, 0.690, 0.454], [-0.551, 1.316, -0.248], [-0.216, -0.494, -0.346]],
  "lumo_energy_ev": -0.94,
  "smiles": "O=CC(=O)S",
  "gap_ev": 9.18,
  "e_tot_ha": -626.04241,
  "e_homo_ev": -10.13
}

***

(7)
{
  "formula": "C2H2O2S2",
  "method": "ωB97M-V/def2-TZVPD",
  "species": ["C", "C", "O", "O", "S", "S", "H", "H"],
  "xyz": [[-0.27777, 0.50708, 0.17634], [0.02498, -0.86915, -0.07731], [-0.53990, 3.16126, 0.55393], [1.21297, -1.13634, -0.53569], [-0.91613, -2.60527, 0.28616], [0.46959, 2.30386, -0.01965], [-1.14098, 0.59178, 0.70337], [1.16723, -1.95322, -1.08715]],
  "forces_ev_per_angstrom": [[2.965, 2.647, -1.005], [-1.127, -3.700, 0.740], [-0.161, 0.655, 0.197], [0.983, 0.177, -1.767], [1.507, 4.791, -0.814], [-1.653, -5.690, 0.176], [-2.634, 0.847, 1.425], [0.122, 0.274, 1.047]],
  "lumo_energy_ev": [-3.23, -3.23],
  "gap_ev": [5.35, 5.36],
  "e_tot_ha": -1024.08697,
  "e_homo_ev": [-8.58, -8.59]
}

***

(8)
{
  "formula": "C2H2O2S2",
  "method": "ωB97M-V/def2-TZVPD",
  "species": ["C", "C", "O", "O", "S", "S", "H", "H"],
  "xyz": [[-1.48935, -1.03699, -0.81597], [-0.07230, -0.71537, -0.72154], [-0.06138, -3.99596, -0.40474], [-0.91291, -3.42542, -2.55638], [-1.24092, 0.38834, -1.69745], [-1.23494, -3.63744, -1.14734], [0.23264, -0.28699, 0.15188], [0.78200, -1.19794, -1.25793]],
  "forces_ev_per_angstrom": [[-0.122, -0.039, -0.530], [0.307, -0.133, -2.734], [-0.231, 0.121, 0.885], [-1.021, 0.106, 1.168], [0.477, -0.889, 0.704], [1.044, -0.436, -2.063], [0.768, 1.165, 2.408], [-1.223, 0.105, 0.162]],
  "lumo_energy_ev": -1.35,
  "gap_ev": 8.39,
  "e_tot_ha": -1024.12196,
  "e_homo_ev": -9.74
}

***

(9)
{
  "formula": "C2H2O2S2",
  "method": "ωB97M-V/def2-TZVPD",
  "species": ["C", "C", "O", "O", "S", "S", "H", "H"],
  "xyz": [[-0.33988, 0.65811, 0.08650], [-0.29991, -0.59520, -0.00069], [-2.70757, 2.27174, -0.36989], [-3.77871, -1.46330, 0.49072], [-2.15911, 1.11406, 0.37564], [-2.83921, -0.86262, -0.45311], [0.48606, 1.37746, -0.02701], [-0.03222, -1.66311, -0.25325]],
  "forces_ev_per_angstrom": [[-0.116, 1.876, -0.680], [-1.388, -4.501, -1.111], [0.595, -0.817, 0.187], [-0.278, 0.029, 0.321], [-0.297, 0.754, 0.413], [2.094, 0.649, -0.175], [-0.692, 0.006, 0.303], [0.083, 2.004, 0.742]],
  "lumo_energy_ev": [-1.35, -1.16],
  "gap_ev": [7.26, 7.86],
  "e_tot_ha": -1024.07498,
  "e_homo_ev": [-8.61, -9.02]
}

***

(10)
{
  "formula": "C2H2O3",
  "method": "ωB97M-V/def2-TZVPD",
  "species": ["O", "C", "C", "O", "O", "H", "H"],
  "xyz": [[-2.20479, 0.19986, -0.10830], [-1.00327, -0.13111, 0.20409], [0.20755, -0.34309, 0.30252], [1.47860, -0.64894, 0.45470], [2.39980, 0.25558, -0.25522], [-2.88813, 0.10817, 0.55282], [2.01024, 0.55953, -1.15061]],
  "forces_ev_per_angstrom": [[-1.258, 0.218, -1.200], [4.830, -0.643, 0.726], [-3.091, 0.780, -0.345], [-0.228, -0.072, -0.697], [-0.448, 0.930, -1.102], [0.114, -0.052, 0.667], [0.080, -1.161, 1.951]],
  "lumo_energy_ev": 0.35,
  "smiles": "OC#COO",
  "gap_ev": 9.17,
  "e_tot_ha": -302.90052,
  "e_homo_ev": -8.82
}

***

(11)
{
  "formula": "C2H2O3",
  "method": "ωB97M-V/def2-TZVPD",
  "species": ["C", "C", "O", "O", "O", "H", "H"],
  "xyz": [[0.41683, 0.30965, 1.82357], [-0.73328, 2.50508, -0.50372], [0.38979, -0.22957, 2.81335], [0.12834, -1.64340, -1.30384], [-1.20727, 1.47585, -0.47189], [1.10147, -1.70508, -1.08577], [-0.09588, -0.71253, -1.27170]],
  "forces_ev_per_angstrom": [[-0.528, 1.857, -3.030], [1.773, 2.425, 0.673], [0.053, -1.152, 2.182], [1.647, -0.493, 0.357], [-1.291, -3.140, 0.123], [-1.703, 0.249, -0.398], [0.049, 0.254, 0.093]],
  "lumo_energy_ev": [-0.52, -6.95],
  "multiplicity": 3,
  "gap_ev": [4.78, 4.54],
  "e_tot_ha": -302.81580,
  "e_homo_ev": [-5.29, -11.49],
  "s2": 2.013
}

***

(12)
{
  "formula": "C2H2O3S",
  "method": "ωB97M-V/def2-TZVPD",
  "species": ["C", "C", "O", "O", "O", "S", "H", "H"],
  "xyz": [[1.21157, 1.27488, 0.72377], [1.37242, 0.39360, -0.46408], [-2.33026, -0.69168, 1.63612], [-1.46816, -1.35904, -0.60341], [0.15876, 0.58365, 0.34935], [-2.02234, -0.37887, 0.28458], [1.22295, 0.74336, -1.43260], [1.85505, -0.56589, -0.49374]],
  "forces_ev_per_angstrom": [[-0.673, -0.381, -0.188], [-0.254, -0.395, 0.450], [0.150, -0.508, 0.507], [-0.093, -0.190, 0.426], [2.053, 0.555, 0.465], [-1.024, 0.258, -1.048], [-0.124, 1.066, -1.443], [-0.035, -0.404, 0.832]],
  "lumo_energy_ev": -0.38,
  "gap_ev": 10.19,
  "e_tot_ha": -701.16212,
  "e_homo_ev": -10.57
}